The following is a quantum chemistry calculation of a molecular structure, C2H5N5O at a distorted geometry, from OMol25.

Element x y z (Å)
C1 -1.38033 -0.05274 -0.08157
C2 -0.09189 0.68375 -0.25580
H1 1.63322 0.97939 0.88348
H2 2.77728 -0.29650 -0.40399
H3 0.01705 -2.18878 -0.64279
H4 -3.14696 -0.50131 -0.13450
H5 0.96315 2.28422 -0.05458
N1 1.90556 -0.05890 0.40055
N2 0.77552 -0.41934 -0.22768
N3 0.15755 -1.58516 0.22977
N4 -1.14778 -1.33187 0.01795
N5 0.09822 1.93201 -0.04107
O1 -2.56058 0.55523 0.31023

The largest force on an atom is 7.49 eV Å⁻¹. For the energy relative to the best compared isomer or geometry (same formula, charge and spin), the calculation gives 159.18 kcal/mol. As for the net charge: 0. For the HOMO energy, the calculation gives -8.82 eV. The orbital gap comes out at 9.14 eV. The LUMO energy is 0.312 eV.